Here is 3 unconnected molecules or ions with the total composition CH8O2 at a distorted geometry from OMol25. Energies are from ωB97M-V/def2-TZVPD.

The HOMO-LUMO gap (spin up / spin down) is 10.2 / 1.3 eV. The expectation value of S² is 0.7566. As for the highest occupied orbital energy (spin up / spin down): -13.649 / -13.649 eV. As for the spin multiplicity: 2. The energy is -5249.2066 eV. The LUMO energy (spin up / spin down) is -3.4 / -12.4 eV. Its total charge is +1.

CARTESIAN COORDINATES (ANGSTROEM)
C -5.740 -2.123 1.573
H -5.903 -3.185 1.755
H -4.860 -1.769 1.006
H -5.861 -1.572 2.498
H -6.427 -1.918 0.715
H 2.948 -1.151 2.241
H 1.716 -0.431 1.412
O 2.648 -0.693 1.417
H 3.669 3.428 -2.587
H 2.879 3.071 -3.912
O 3.140 2.739 -3.030